Record 1
Entry from OMol25: an isolated molecule of C6H9ClSi2 (ωB97M-V with the def2-TZVPD basis set).

Results
- E_LUMO: 0.6 eV
- SMILES: [SiH3][Si@@H](Cl)c1ccccc1
- ΔE to the lowest compared entry with this formula, charge and spin: 0.00 kcal per mole
- Frontier orbital gap: 9.78 eV
- E_HOMO: -9.16 eV

```
! RIJCOSX wB97M-V def2-TZVPD def2/J DEFGRID3
* xyz 0 1
C 3.0483 -0.9787 -0.4672
H 2.4634 -3.0904 -0.4538
Si -3.0730 1.2982 -0.4742
H -4.4827 1.0373 -0.6892
C 2.2252 -2.0556 -0.4075
H -3.0738 2.3645 0.4543
H 0.7285 1.4864 0.1444
C 0.9076 -1.8864 -0.1827
Cl -2.7073 -2.2377 -0.0637
H 0.1735 -2.6351 -0.2195
H 4.0512 -0.9947 -0.6095
C 2.5559 0.3453 -0.2690
C 0.3835 -0.5512 0.0098
H -2.0242 1.5253 -1.6095
C 1.2363 0.5345 0.0304
Si -1.8919 -0.4404 0.4846
H -2.1591 -0.3463 2.0118
H 3.3054 1.1077 -0.1886
*
```

---

Record 2
Entry from OMol25: C6H9EuMgO5 as an isolated structure (ωB97M-V with the def2-TZVPD basis set).

Results
- E_LUMO (spin up / spin down): -0.4 / -0.6 eV
- ΔE to the lowest compared entry with this formula, charge and spin: 0.00 kcal per mole
- ⟨S²⟩: 20.01
- Frontier orbital gap (spin up / spin down): 6.35 / 6.47 eV
- E_HOMO (spin up / spin down): -6.71 / -7.04 eV

```
! RIJCOSX wB97M-V def2-TZVPD def2/J DEFGRID3
* xyz 0 9
H 3.7484 -1.1949 -0.1084
C 2.7069 -0.8616 -0.1024
H -1.0425 -1.8143 1.6080
O 2.3996 0.3624 -0.5637
O -0.0603 1.6495 -1.0292
H -2.0357 -0.4466 -0.4867
Mg 0.6629 -0.1424 -1.6057
C -1.4578 1.5989 -1.1899
O -1.0447 -0.3573 -2.4855
H -1.4384 0.3520 2.6044
O 0.3328 1.1433 1.8867
H -1.7066 2.3793 -1.9298
C -1.9629 0.2600 -1.6494
Eu 1.4458 2.0210 0.4200
H -2.9698 0.3577 -2.0944
H -1.8659 1.5377 0.0489
H 1.8343 -2.5648 0.9001
C 1.7036 -1.4767 0.8112
C -0.6647 -0.9149 1.1229
C -0.7098 0.3200 1.7774
H 1.7157 -1.0305 1.8223
O 0.4090 -1.1778 0.2431
*
```

---

Record 3
Entry from OMol25: an isolated molecule of C6H9F (ωB97M-V with the def2-TZVPD basis set).

Results
- E_LUMO: 1.1 eV
- SMILES: C[C@@H]1C=CC[C@H]1F
- ΔE to the lowest compared entry with this formula, charge and spin: 17.81 kcal per mole
- Frontier orbital gap: 10.54 eV
- E_HOMO: -9.43 eV

```
! RIJCOSX wB97M-V def2-TZVPD def2/J DEFGRID3
* xyz 0 1
H 1.9866 -1.0912 -0.0852
C -1.1256 -0.9790 0.7411
H -2.5529 0.2629 -0.0251
C -0.5192 0.8672 -0.5922
C -1.6332 -0.1955 -0.4685
H 2.8311 0.5506 -0.3064
H 1.0745 1.3042 0.9934
C 0.7140 0.5338 0.3842
H 0.5140 -0.9313 2.1724
H -1.7392 -1.6839 1.2229
C 0.0648 -0.6048 1.2187
H -1.8007 -0.9642 -1.3887
C 1.8984 -0.0723 -0.4222
H -0.1207 1.0153 -1.6314
H 1.6150 -0.1058 -1.4267
F -1.2069 2.0938 -0.3863
*
```

---

Record 4
Entry from OMol25: an isolated molecule of C6H9F (ωB97M-V with the def2-TZVPD basis set).

Results
- E_LUMO (spin up / spin down): 1.1 / -1.2 eV
- ΔE to the lowest compared entry with this formula, charge and spin: 17.44 kcal per mole
- ⟨S²⟩: 2.00
- Frontier orbital gap (spin up / spin down): 8.61 / 8.73 eV
- E_HOMO (spin up / spin down): -7.55 / -9.96 eV

```
! RIJCOSX wB97M-V def2-TZVPD def2/J DEFGRID3
* xyz 0 3
H 1.8868 -0.8515 -0.5951
C 0.7564 -0.8160 -0.5823
H 0.7403 1.2084 0.3649
C 1.2290 1.6502 -1.2523
F 0.5300 2.8032 -1.4013
H -1.2782 1.6482 0.4534
C -0.0641 -1.3212 1.7310
H -1.6124 1.3481 -1.3868
H -1.8996 0.2978 -0.1486
C -1.1101 1.0019 -0.4542
H -0.1899 -0.2761 2.0422
H 0.5245 -0.9676 -1.6537
H -0.4884 -2.0377 2.4798
C 0.2932 -1.6760 0.5253
C 0.3647 0.6880 -0.4653
H 0.3178 -2.6997 0.3430
*
```

---

Record 5
Entry from OMol25: C6H9F13HfN5O23S7 as an isolated structure (ωB97M-V with the def2-TZVPD basis set).

Results
- E_LUMO: -1.5 eV
- ΔE to the lowest compared entry with this formula, charge and spin: 0.00 kcal per mole
- Frontier orbital gap: 6.81 eV
- E_HOMO: -8.29 eV

```
! RIJCOSX wB97M-V def2-TZVPD def2/J DEFGRID3
* xyz -1 1
N 4.7415 -0.6592 -2.1016
F -0.0798 2.5533 -4.7112
S -2.1963 -3.1881 -1.8331
F -0.0053 -2.8915 -3.2765
N -3.4453 1.8392 0.2781
N 1.0309 3.8439 3.4956
O -2.7501 3.6055 2.3244
O 0.6693 0.9511 1.9212
C -0.8616 -3.8630 -3.0111
F -3.7012 -0.5974 3.2717
F -4.6661 -2.5982 3.5546
H 3.1344 -2.5096 0.6450
O -5.0340 1.7075 2.2762
O -1.7910 -3.6022 -0.5190
H 3.6564 -1.7365 2.1510
S 0.0366 -0.2239 1.3862
O 2.2586 -0.1457 -0.3320
Hf -2.4290 0.4060 -1.0851
H 2.6890 2.6477 3.4017
H 4.9492 0.9503 -3.3776
C 5.0035 -0.1313 -3.4660
F 1.6289 3.7267 -4.0872
O -4.6883 -3.1803 0.7075
O -3.4809 -3.7876 -2.1645
F -0.2154 -4.8413 -2.4402
O 0.2059 4.3921 4.1996
S -4.8884 2.2645 0.9757
S -2.7079 3.2464 0.9355
O -1.0120 1.9135 -1.9731
F -5.8331 1.4740 -0.0238
N 4.3238 -3.7133 1.8906
O -2.5910 4.2591 -0.0597
O 3.9825 -1.5936 -2.0211
H 6.0043 -0.4332 -3.7716
C 1.8618 2.7419 4.0976
F 1.5728 1.6310 -3.6833
O -5.6243 -0.9601 0.9783
O 1.3044 4.2276 2.3773
O -3.2960 -1.1231 0.3579
H 1.2735 1.8301 4.1142
O 0.9598 -2.2191 -0.7854
F -2.6410 -2.4130 2.8903
O 4.8314 -3.7189 2.9961
O 4.1849 -4.6814 1.1753
C -3.8488 -1.8425 2.8588
H 4.8671 -1.9736 0.8395
O -0.8832 4.2287 -2.4022
S -0.0469 3.0735 -2.1201
C 3.9722 -2.3565 1.3177
H 4.3587 -0.5418 -4.2355
N -0.3998 -0.1871 -0.3363
O -2.1687 -1.7047 -1.9582
F -1.3968 -4.2660 -4.1510
O 5.4454 -0.2868 -1.1974
C 0.8369 2.7313 -3.7629
O 0.3810 -1.4973 1.9391
S -4.4538 -1.8020 1.0893
F -1.4929 0.0181 1.7861
H 2.1683 3.0094 5.1027
S 1.0274 -0.7856 -0.7152
F -1.2656 2.4895 0.9128
O 0.9746 3.1047 -1.1138
F 0.8999 -0.4252 -2.2569
O -5.3402 3.6139 0.7251
*
```

---

Record 6
Entry from OMol25: an isolated ion of composition C6H9F2N2 and charge +1 (ωB97M-V with the def2-TZVPD basis set).

Results
- E_LUMO: -3.7 eV
- ΔE to the lowest compared entry with this formula, charge and spin: 92.51 kcal per mole
- Frontier orbital gap: 9.91 eV
- E_HOMO: -13.56 eV

```
! RIJCOSX wB97M-V def2-TZVPD def2/J DEFGRID3
* xyz 1 1
H -3.4274 -0.0442 0.4182
C -0.4157 -1.5884 -0.0316
N 2.7709 0.7271 -0.4209
C 1.3214 0.5514 -0.1654
C 0.3758 1.3742 0.2291
H -1.6423 1.7235 0.3268
H 0.6646 2.4582 0.4574
F 1.9233 -2.2032 0.0392
H -1.1238 0.9578 1.7261
H -3.0315 -1.7031 -0.1482
H 3.2464 0.0321 0.2860
H 2.9783 1.6548 -0.1072
H 2.8538 0.2937 -1.2916
H -1.0768 -2.5412 -0.2038
C -1.4011 -0.3991 -0.1376
C -0.9919 0.9697 0.5563
C 0.8756 -1.5149 -0.1091
N -2.6248 -0.7784 0.1657
F -1.2748 0.0301 -1.5893
*
```

---

Record 7
Entry from OMol25: C6H9FN2 as an isolated structure (ωB97M-V with the def2-TZVPD basis set).

Results
- E_LUMO (spin up / spin down): 0.2 / 0.2 eV
- ΔE to the lowest compared entry with this formula, charge and spin: 94.68 kcal per mole
- Frontier orbital gap (spin up / spin down): 8.30 / 8.30 eV
- E_HOMO (spin up / spin down): -8.06 / -8.06 eV

```
! RIJCOSX wB97M-V def2-TZVPD def2/J DEFGRID3
* xyz 0 1
H -1.0014 -0.6038 -2.6883
H -0.4411 -2.5823 -0.4557
N -0.1603 0.7845 0.0758
C -1.5361 0.5879 -0.1460
C 1.5644 0.4142 2.2033
H -0.1861 0.9384 -2.3569
H -1.8404 1.3384 -0.8826
N 0.3209 -0.0792 1.7113
C 0.2192 -1.3750 1.2873
H 2.0480 -0.3084 2.9695
C -0.1740 -0.1244 -2.2375
H -2.2937 0.3852 0.7105
C -0.1448 -1.5748 -0.0209
F 0.4265 -2.4234 2.1267
H 1.4014 1.2279 2.8787
H 0.9500 -0.4571 -2.3962
H 2.2685 0.5779 1.4555
C -0.5262 -0.3411 -0.7045
*
```

---

Record 8
Entry from OMol25: an isolated molecule of C6H9FN2 (ωB97M-V with the def2-TZVPD basis set).

Results
- E_LUMO (spin up / spin down): -1.9 / -1.5 eV
- ΔE to the lowest compared entry with this formula, charge and spin: 135.83 kcal per mole
- Frontier orbital gap (spin up / spin down): 6.86 / 7.21 eV
- E_HOMO (spin up / spin down): -8.72 / -8.69 eV

```
! RIJCOSX wB97M-V def2-TZVPD def2/J DEFGRID3
* xyz 0 1
C -1.2379 0.1155 -0.6375
H 4.0123 1.0145 1.0476
C -1.9363 0.9931 0.4257
C 0.8937 0.0872 0.4285
H -1.3875 1.9161 0.5722
H -2.9813 1.3856 0.2982
C -1.5874 -1.3839 -0.3502
N 0.1178 0.4057 -0.5149
F 3.0737 -0.7096 -1.5547
C 3.3449 0.4996 0.3709
H -2.6448 -1.5170 -0.6307
H -1.4245 -1.6515 0.7328
C 3.6627 0.2811 -0.9164
H -1.8996 0.3728 1.3447
H -1.4885 0.4351 -1.6152
N 2.0982 0.2728 0.7475
H 0.4235 -0.3403 1.3964
H -1.0389 -2.1769 -1.1447
*
```

---

Record 9
Entry from OMol25: an isolated molecule of C6H9FO2S (ωB97M-V with the def2-TZVPD basis set).

Results
- E_LUMO (spin up / spin down): -1.4 / -1.4 eV
- ΔE to the lowest compared entry with this formula, charge and spin: 62.80 kcal per mole
- Frontier orbital gap (spin up / spin down): 7.95 / 7.95 eV
- E_HOMO (spin up / spin down): -9.31 / -9.31 eV

```
! RIJCOSX wB97M-V def2-TZVPD def2/J DEFGRID3
* xyz 0 1
H 0.8708 1.5478 0.6605
H 0.3725 0.4847 2.6279
C 1.1772 0.5881 0.5293
H -2.6501 -0.9095 0.0381
H 0.7798 -1.2085 1.6533
H -1.2883 -1.9875 -0.0724
C -1.1664 -0.2665 1.2629
H -0.9960 -0.4972 -2.2468
F -1.5515 0.9824 -1.2976
H 2.1144 0.6123 0.9237
H -1.4892 0.7035 1.2591
C 0.3236 -0.2053 1.6431
H -1.5747 -0.7423 2.1156
O 3.1352 1.1650 -1.7045
S 1.8200 0.7646 -2.0393
C -0.9691 -0.2748 -1.1712
C 1.0867 -0.0333 -0.7402
O 1.5907 0.2655 -3.3925
C -1.5857 -0.9889 -0.0489
*
```

---

Record 10
Entry from OMol25: an isolated ion of composition C6H9INO and charge +1 (ωB97M-V with the def2-TZVPD basis set).

Results
- E_LUMO: -5.8 eV
- SMILES: CC1=[N+]=C(I)CC[C@@H]1O
- ΔE to the lowest compared entry with this formula, charge and spin: 14.08 kcal per mole
- Frontier orbital gap: 7.90 eV
- E_HOMO: -13.73 eV

```
! RIJCOSX wB97M-V def2-TZVPD def2/J DEFGRID3
* xyz 1 1
C -1.0651 2.0056 0.4210
C 0.1235 -0.1671 1.0819
H -0.7111 3.0166 0.1795
H 0.0409 -1.8269 -2.0078
H -0.0043 -2.3360 0.6547
H 1.1862 -0.4335 1.3059
N 0.7281 1.1350 -1.0174
I 2.5695 0.3238 -3.0430
H -1.3564 -1.4490 -0.1247
H -0.3290 -0.5712 2.9643
H 1.4320 -1.9145 -1.0873
C 0.5692 -1.3231 -1.2438
H -1.7083 1.9037 -0.3917
C -0.0774 1.0367 0.2230
H -1.5592 1.9687 1.4017
C -0.2930 -1.3890 0.0460
O -0.6551 -0.0334 2.2224
C 1.1096 0.0536 -1.5846
*
```

---

Record 11
Entry from OMol25: C6H9K3N2O5 as an isolated structure (ωB97M-V with the def2-TZVPD basis set).

Results
- E_LUMO: -6.2 eV
- ΔE to the lowest compared entry with this formula, charge and spin: 0.00 kcal per mole
- Frontier orbital gap: 7.95 eV
- E_HOMO: -14.14 eV

```
! RIJCOSX wB97M-V def2-TZVPD def2/J DEFGRID3
* xyz 2 1
O -3.0911 28.6844 18.2518
H -1.5439 24.0014 16.0370
H -1.4009 24.7218 14.3972
C -1.9904 24.0733 15.0453
C -7.7152 28.0736 18.3417
O -3.4847 25.4406 16.1225
O -3.1390 30.2963 16.7002
N -3.3897 24.6604 15.1783
C -7.4567 27.7732 17.0416
N -6.2397 27.0473 16.9706
K -5.8653 30.6365 17.6774
H -2.3640 27.7174 16.9587
H -7.9069 28.0571 16.1019
C -6.6545 27.5344 19.1067
H -4.8154 26.3615 18.5498
O -4.2587 24.3131 14.3800
K -3.9449 29.4945 20.7496
H -6.6035 27.4430 20.1816
C -2.8509 29.1495 17.1254
O -2.2065 28.3874 16.2894
H -8.6269 28.5415 18.6829
K -1.5596 30.1461 14.2288
H -2.0575 23.0516 14.6715
H -5.6830 26.8830 16.1440
C -5.7268 26.8867 18.3053
*
```

---

Record 12
Entry from OMol25: a 2-piece molecular cluster, C6H9N overall (ωB97M-V with the def2-TZVPD basis set).

Results
- E_LUMO: 1.1 eV
- SMILES: C=C=C1C[C@@H]2N[C@H]12.[H][H]
- ΔE to the lowest compared entry with this formula, charge and spin: 111.84 kcal per mole
- Frontier orbital gap: 10.03 eV
- E_HOMO: -8.94 eV

```
! RIJCOSX wB97M-V def2-TZVPD def2/J DEFGRID3
* xyz 0 1
H -2.3664 0.3058 -1.7277
H 0.0184 3.1593 1.1052
C -0.1303 -1.7880 -0.5093
C 2.4760 0.7177 0.9626
H 0.2106 2.4538 0.9744
H 3.1788 1.2869 0.3547
H -0.0495 -2.5312 0.2898
H 0.2900 -2.1805 -1.4411
H -1.5342 0.9043 0.4029
H -2.4812 -1.6542 -0.3977
C 1.4275 0.1273 0.4452
C 0.3378 -0.3951 -0.0419
H 2.6404 0.7169 2.0382
N -1.4339 -0.0904 -1.6128
C -1.5349 -1.1824 -0.6376
C -1.0490 0.1498 -0.2050
*
```

---

What is the ΔE to the lowest compared entry with this formula, charge and spin in the eleventh record?
0.00 kcal per mole

---

Which of these has the highest ΔE to the lowest compared entry with this formula, charge and spin?
number 8

---

Look up the ΔE to the lowest compared entry with this formula, charge and spin of the seventh one.
94.68 kcal per mole

---

What is the formula in the third record?
C6H9F